# 1
Computed, not measured: a single C22H22N2O4 molecule, with ωB97M-V/def2-TZVPD.

Each line ends with the natural charge from an NBO analysis.
CARTESIAN COORDINATES (ANGSTROEM)
1 C 0.118 -0.606 5.520  -0.629
2 C 0.225 -0.913 4.058  -0.020
3 C 0.470 -2.211 3.630  -0.193
4 C 0.577 -2.519 2.286  -0.226
5 C 0.433 -1.510 1.345  0.121
6 C 0.187 -0.207 1.760  -0.171
7 C 0.083 0.103 3.107  -0.004
8 C -0.180 1.519 3.513  -0.642
9 H 0.636 1.898 4.127  0.216
10 H -1.096 1.588 4.100  0.212
11 H -0.276 2.146 2.631  0.241
12 H 0.070 0.575 1.025  0.243
13 N 0.531 -1.785 -0.037  -0.352
14 C 1.405 -1.178 -0.885  0.222
15 C 1.145 -1.651 -2.165  -0.261
16 C 0.073 -2.583 -2.049  -0.247
17 C -0.297 -2.631 -0.739  0.142
18 C -1.399 -3.389 -0.086  -0.640
19 H -2.134 -3.675 -0.834  0.228
20 H -1.883 -2.783 0.679  0.224
21 H -1.028 -4.299 0.388  0.215
22 H -0.373 -3.111 -2.868  0.227
23 C 1.731 -1.282 -3.439  0.560
24 O 1.922 -2.051 -4.356  -0.532
25 C 2.003 0.223 -3.631  -0.176
26 H 2.341 0.395 -4.657  0.209
27 O 0.774 0.924 -3.452  -0.502
28 C 0.693 1.837 -2.480  0.801
29 O 1.613 2.186 -1.787  -0.578
30 C -0.687 2.384 -2.391  -0.272
31 C -1.425 2.624 -3.514  -0.072
32 C -2.710 3.199 -3.434  -0.335
33 C -3.204 3.506 -2.205  0.080
34 N -2.487 3.246 -1.095  -0.549
35 C -1.215 2.672 -1.069  0.642
36 O -0.694 2.443 0.003  -0.630
37 H -2.867 3.469 -0.182  0.423
38 H -4.174 3.960 -2.064  0.217
39 H -3.279 3.398 -4.325  0.232
40 H -1.008 2.383 -4.480  0.234
41 H 2.744 0.596 -2.918  0.225
42 C 2.531 -0.355 -0.365  -0.675
43 H 2.737 -0.623 0.670  0.230
44 H 2.302 0.710 -0.397  0.261
45 H 3.428 -0.531 -0.956  0.223
46 H 0.785 -3.530 1.970  0.220
47 H 0.585 -2.997 4.362  0.208
48 H 0.261 -1.504 6.116  0.216
49 H 0.869 0.128 5.812  0.218
50 H -0.860 -0.186 5.753  0.217

Computed properties:
HOMO energy = -7.80 eV
molecular weight = 378.428 g mol⁻¹
total charge = 0
structure (SMILES) = Cc1ccc(-n2c(C)cc(C(=O)COC(=O)c3ccc[nH]c3=O)c2C)cc1C
calculated total energy = -1262.0519 Eh
maximum force = 0.016 hartree/bohr

---

# 2
Computed, not measured: C22H22N2O4PtS3Si as an isolated structure in a non-equilibrium geometry, with ωB97M-V/def2-TZVPD.

Each line ends with the Mulliken spin population.
CARTESIAN COORDINATES (ANGSTROEM)
1 Pt -0.987 0.620 0.458  0.640
2 C 4.451 0.316 2.164  0.017
3 Si 3.632 1.926 1.734  -0.005
4 C 3.548 3.066 3.197  0.004
5 C 4.445 2.740 0.276  0.005
6 C 1.901 1.516 1.259  0.300
7 C 0.734 1.273 0.956  -0.046
8 H 5.464 0.477 2.544  0.001
9 H 4.511 -0.333 1.286  -0.001
10 H 3.874 -0.203 2.934  0.000
11 H 4.541 3.329 3.572  0.000
12 H 2.983 2.589 4.002  -0.001
13 H 3.028 3.988 2.923  0.000
14 H 5.483 3.008 0.499  0.000
15 H 3.907 3.651 0.005  0.000
16 H 4.439 2.073 -0.589  -0.002
17 O -0.380 1.397 3.986  0.002
18 C -1.461 1.567 3.487  0.000
19 C -2.676 2.177 4.181  -0.001
20 C -3.767 2.231 3.109  -0.002
21 C -3.111 1.584 1.913  -0.005
22 O -3.608 1.395 0.804  0.031
23 N -1.828 1.231 2.188  0.006
24 H -2.397 3.153 4.574  0.000
25 H -2.938 1.544 5.028  0.000
26 H -4.064 3.244 2.841  0.000
27 H -4.672 1.683 3.367  0.000
28 O -0.556 0.251 -1.451  -0.020
29 C -0.594 -1.081 -1.880  0.000
30 C -0.896 -1.060 -3.364  -0.010
31 C -0.956 -2.080 -4.266  0.008
32 C -1.340 -1.638 -5.564  -0.002
33 C -1.563 -0.295 -5.605  0.006
34 S -1.310 0.443 -4.085  0.000
35 C 0.712 -1.798 -1.590  0.006
36 C 1.786 -1.916 -2.418  0.004
37 C 2.921 -2.492 -1.777  -0.002
38 C 2.686 -2.787 -0.470  0.004
39 S 1.097 -2.362 -0.009  -0.002
40 C -1.788 -1.798 -1.198  0.069
41 C -3.127 -1.195 -1.075  0.048
42 C -4.155 -2.235 -1.054  0.007
43 C -3.658 -3.469 -1.123  0.037
44 S -1.929 -3.555 -1.279  0.052
45 H -0.722 -3.107 -4.018  0.001
46 H -1.439 -2.289 -6.421  0.000
47 H -1.854 0.304 -6.455  0.000
48 H 1.766 -1.596 -3.451  0.000
49 H 3.864 -2.680 -2.273  0.000
50 H 3.354 -3.238 0.248  0.000
51 H -3.345 -0.192 -1.413  0.014
52 H -5.208 -2.000 -0.978  -0.001
53 H -4.216 -4.396 -1.084  0.002
54 O -2.413 -1.858 1.190  0.706
55 N -2.167 -1.119 0.165  0.130

Computed properties:
HOMO energy (alpha / beta) = -8.81 / -8.77 eV
molecular weight = 697.793 g mol⁻¹
2S+1 = 3
total charge = 0
calculated total energy = -2865.1914 Eh
maximum force = 0.041 hartree/bohr

---

# 3
Computed, not measured: a single C22H22N2O6 molecule, with ωB97M-V/def2-TZVPD.

Each line ends with the natural charge from an NBO analysis.
CARTESIAN COORDINATES (ANGSTROEM)
1 C 3.272 -2.505 -6.175  -0.258
2 H 4.213 -2.496 -5.621  0.193
3 H 3.359 -1.921 -7.087  0.194
4 H 3.013 -3.541 -6.406  0.193
5 O 2.244 -1.898 -5.410  -0.511
6 C 1.978 -2.477 -4.226  0.786
7 O 2.571 -3.449 -3.825  -0.600
8 C 0.896 -1.792 -3.487  -0.197
9 C 0.265 -0.652 -3.979  -0.137
10 C -0.740 -0.039 -3.259  -0.286
11 C -1.132 -0.564 -2.029  0.251
12 C -0.506 -1.711 -1.534  -0.278
13 C 0.498 -2.315 -2.257  -0.150
14 H 0.992 -3.201 -1.887  0.239
15 H -0.816 -2.118 -0.582  0.245
16 N -2.135 0.010 -1.243  -0.632
17 C -2.903 1.092 -1.514  0.657
18 O -2.872 1.758 -2.522  -0.590
19 C -3.899 1.419 -0.391  -0.176
20 H -4.826 0.864 -0.574  0.213
21 H -4.118 2.491 -0.405  0.244
22 O -3.387 1.039 0.880  -0.530
23 C -3.346 1.957 1.854  0.808
24 O -3.795 3.066 1.766  -0.576
25 C -2.585 1.428 3.061  -0.311
26 C -2.623 -0.096 3.141  -0.499
27 C -1.537 -0.506 2.156  0.709
28 O -1.444 -1.563 1.567  -0.653
29 N -0.697 0.538 2.026  -0.436
30 C -1.090 1.695 2.794  -0.199
31 H -0.920 2.614 2.226  0.214
32 H -0.526 1.758 3.734  0.206
33 C 0.522 0.525 1.251  -0.264
34 C 1.725 0.651 2.150  0.046
35 C 1.990 -0.349 3.078  -0.229
36 C 3.068 -0.239 3.937  -0.204
37 C 3.893 0.872 3.875  -0.212
38 C 3.635 1.871 2.953  -0.207
39 C 2.553 1.763 2.096  -0.231
40 H 2.354 2.545 1.377  0.210
41 H 4.277 2.738 2.900  0.215
42 H 4.736 0.958 4.544  0.215
43 H 3.267 -1.022 4.653  0.216
44 H 1.347 -1.216 3.118  0.217
45 H 0.498 1.343 0.521  0.205
46 H 0.545 -0.428 0.714  0.248
47 H -3.584 -0.531 2.879  0.245
48 H -2.340 -0.443 4.137  0.239
49 H -2.944 1.940 3.953  0.247
50 H -2.288 -0.459 -0.357  0.427
51 H -1.227 0.841 -3.644  0.256
52 H 0.568 -0.248 -4.932  0.230

Computed properties:
HOMO energy = -8.72 eV
molecular weight = 410.426 g mol⁻¹
total charge = 0
structure (SMILES) = COC(=O)c1ccc(NC(=O)COC(=O)[C@H]2CC(=O)N(Cc3ccccc3)C2)cc1
calculated total energy = -1412.5837 Eh
maximum force = 0.014 hartree/bohr